Record 1
DFT (ωB97M-V/def2-TZVPD) results for C8H10Cl2N4 in the gas phase in a non-equilibrium geometry.

Each line ends with the Mulliken spin population.
CARTESIAN COORDINATES (ANGSTROEM)
C1 -1.24 -1.80 0.11  0.03
C2 -2.12 2.19 0.16  0.26
C3 -1.77 1.44 -0.98  0.13
C4 -1.89 0.26 1.37  0.06
C5 -1.01 -0.39 0.20  0.02
C6 1.56 -1.51 -1.15  0.00
C7 2.77 0.02 0.40  0.00
C8 1.52 -0.17 -0.39  0.01
N1 -1.47 -2.92 0.19  0.03
N2 -2.04 1.62 1.28  0.79
N3 -1.26 0.29 -1.03  0.44
N4 0.46 -0.18 0.57  0.04
Cl1 -2.00 2.23 -2.49  0.06
Cl2 -3.56 -0.37 1.34  0.05
H1 -2.18 3.27 0.22  0.05
H2 -1.37 -0.10 2.31  0.05
H3 1.99 -2.18 -0.53  0.00
H4 0.56 -1.78 -1.36  0.00
H5 2.30 -1.38 -1.98  0.00
H6 2.64 -0.56 1.31  0.00
H7 2.72 1.06 0.59  0.00
H8 3.59 -0.16 -0.20  0.00
H9 1.35 0.58 -1.23  0.00
H10 0.43 0.53 1.31  -0.01

Calculated values
**Spin multiplicity**: 3
**Gap between HOMO and LUMO (spin up / spin down)**: 8.187 / 5.459 eV

---

Record 2
DFT (ωB97M-V/def2-TZVPD) results for 2 unconnected molecules or ions with the total composition C4H10N2O in a non-equilibrium geometry.

Each line ends with the natural charge from an NBO analysis.
CARTESIAN COORDINATES (ANGSTROEM)
C1 2.23 0.02 -0.03  -0.45
C2 0.35 -1.11 0.75  0.39
O1 -0.31 -2.28 0.88  -0.67
N1 1.21 -0.99 -0.24  -0.48
H1 -0.57 -2.54 -0.03  0.49
H2 0.42 -0.56 1.70  0.16
H3 2.86 -0.25 0.83  0.20
H4 1.79 1.01 0.16  0.19
H5 2.86 0.10 -0.91  0.21
C3 -1.15 1.66 0.06  -0.68
C4 -1.21 0.27 -0.53  0.10
N2 -2.32 -0.41 -0.58  -0.65
H6 -2.37 -0.97 -1.44  0.34
H7 -0.42 0.08 -1.31  0.17
H8 -1.02 1.56 1.15  0.22
H9 -2.08 2.20 -0.12  0.24
H10 -0.29 2.20 -0.33  0.22

Calculated values
**Spin multiplicity**: 1
**Gap between HOMO and LUMO**: 9.854 eV

---

Record 3
DFT (ωB97M-V/def2-TZVPD) results for a molecular structure, C42H38N6ORhS2 in a non-equilibrium geometry.

Each line ends with the Mulliken charge.
CARTESIAN COORDINATES (ANGSTROEM)
Rh1 0.72 -1.32 1.27  -0.06
N1 2.15 -1.27 2.73  0.16
C1 2.43 -0.07 3.48  0.61
C2 3.76 0.23 3.74  -0.94
C3 4.10 1.38 4.43  -0.64
C4 3.09 2.25 4.83  -0.92
C5 1.77 1.94 4.55  -1.23
C6 1.40 0.76 3.90  0.65
C7 -0.02 0.45 3.63  0.79
C8 -0.99 1.00 4.48  -0.85
C9 -2.34 0.94 4.21  -1.09
C10 -2.76 0.29 3.05  -1.03
C11 -1.82 -0.33 2.25  -0.81
C12 -0.45 -0.28 2.53  1.48
H1 2.99 -1.61 2.28  0.37
H2 1.79 -2.02 3.32  0.31
H3 4.53 -0.46 3.42  0.45
H4 5.14 1.60 4.65  0.42
H5 3.33 3.17 5.34  0.43
H6 1.00 2.65 4.83  0.50
H7 -0.67 1.49 5.40  0.61
H8 -3.06 1.38 4.88  0.42
H9 -3.81 0.22 2.80  0.52
H10 -2.17 -0.91 1.40  0.28
C13 -0.86 -4.03 4.24  -1.36
C14 -1.54 -4.96 3.46  -1.04
C15 -1.58 -4.78 2.09  -0.74
C16 -0.94 -3.68 1.50  1.33
C17 -0.22 -2.77 2.27  0.95
C18 -0.22 -2.95 3.66  -0.34
C19 -0.98 -3.44 0.06  -0.07
C20 -1.70 -4.28 -0.83  -1.15
C21 -1.61 -4.09 -2.17  -1.44
C22 -0.80 -3.03 -2.67  1.25
C23 -0.63 -2.81 -4.05  -0.83
C24 0.13 -1.77 -4.50  -1.19
C25 0.72 -0.89 -3.57  -0.65
C26 0.57 -1.09 -2.22  0.72
C27 -0.18 -2.19 -1.74  -0.58
N2 -0.28 -2.40 -0.38  1.35
H11 -0.84 -4.14 5.32  0.45
H12 -2.03 -5.81 3.91  0.43
H13 -2.11 -5.50 1.49  0.38
H14 0.25 -2.24 4.32  0.37
H15 -2.31 -5.08 -0.45  0.51
H16 -2.15 -4.72 -2.86  0.44
H17 -1.11 -3.48 -4.75  0.47
H18 0.26 -1.60 -5.56  0.48
H19 1.31 -0.05 -3.92  0.45
H20 1.01 -0.41 -1.51  -0.06
S1 2.54 -3.76 0.80  -0.39
C28 3.20 -2.69 -0.26  0.02
N3 4.02 -3.11 -1.29  -0.03
C29 4.53 -2.28 -2.22  -0.27
C30 4.34 -0.94 -2.10  -1.03
C31 3.55 -0.52 -1.01  0.02
N4 2.97 -1.33 -0.16  0.35
H21 4.18 -4.10 -1.34  0.29
H22 5.08 -2.74 -3.02  0.41
H23 4.76 -0.25 -2.80  0.49
H24 3.36 0.54 -0.84  0.53
C32 -3.17 5.49 -1.81  -1.46
C33 -1.79 4.96 -1.46  0.10
C34 -1.88 3.79 -0.49  -0.95
N5 -0.58 3.16 -0.25  0.15
C35 -0.27 1.87 -0.17  0.11
S2 1.12 1.38 0.65  -0.56
N6 -1.11 0.94 -0.72  1.16
C36 -1.95 0.97 -1.85  -0.13
O1 -2.87 0.20 -1.91  -0.59
C37 -1.58 1.89 -2.97  0.91
C38 -2.59 2.28 -3.85  -0.59
C39 -2.28 3.09 -4.93  -0.66
C40 -0.97 3.49 -5.15  -0.60
C41 0.04 3.07 -4.30  -0.93
C42 -0.26 2.27 -3.20  0.11
H25 -3.11 6.30 -2.53  0.38
H26 -3.69 5.87 -0.93  0.39
H27 -3.79 4.70 -2.25  0.32
H28 -1.19 5.76 -1.00  0.50
H29 -1.26 4.64 -2.36  0.02
H30 -2.58 3.05 -0.88  0.27
H31 -2.27 4.13 0.47  0.65
H32 0.12 3.76 0.17  0.34
H33 -1.06 0.03 -0.28  -1.08
H34 -3.60 1.94 -3.67  0.53
H35 -3.07 3.41 -5.61  0.46
H36 -0.73 4.13 -5.99  0.44
H37 1.07 3.37 -4.48  0.42
H38 0.53 1.95 -2.54  0.36

Calculated values
**Net charge**: +1
**Spin multiplicity**: 1
**Gap between HOMO and LUMO**: 7.207 eV

---

Record 4
DFT (ωB97M-V/def2-TZVPD) results for 10 unconnected molecules or ions with the total composition C26H49Cl14N3 in a non-equilibrium geometry.

Each line ends with the Mulliken charge.
CARTESIAN COORDINATES (ANGSTROEM)
C1 0.33 3.58 -0.22  -0.36
C2 1.44 4.54 -0.63  -0.22
C3 2.25 5.01 0.60  -0.59
C4 2.95 3.90 1.26  0.32
N1 3.46 3.02 1.77  -0.49
H1 -0.22 3.17 -1.07  -0.04
H2 -0.44 4.08 0.37  0.50
H3 0.76 2.73 0.30  -0.23
H4 1.04 5.45 -1.09  0.38
H5 2.11 4.05 -1.34  0.02
H6 1.63 5.50 1.36  0.33
H7 2.99 5.76 0.32  0.37
C5 4.65 -3.32 0.85  -0.47
C6 4.41 -4.50 -0.05  -0.71
C7 3.24 -4.32 -1.00  -0.16
C8 1.97 -4.00 -0.34  0.12
N2 0.95 -3.73 0.13  -0.36
H8 5.65 -3.32 1.30  0.40
H9 3.96 -3.25 1.69  0.01
H10 4.58 -2.41 0.25  -0.02
H11 4.28 -5.42 0.54  0.35
H12 5.31 -4.72 -0.63  0.31
H13 3.09 -5.21 -1.61  0.41
H14 3.42 -3.44 -1.62  0.14
C9 -0.41 0.96 5.62  -1.04
C10 -0.68 2.19 4.81  -0.48
C11 0.31 2.45 3.68  -0.16
C12 0.24 1.46 2.62  -0.26
N3 0.12 0.67 1.80  -0.05
H15 -1.12 0.85 6.44  0.40
H16 0.57 0.99 6.10  0.29
H17 -0.46 0.06 4.99  0.17
H18 -0.69 3.06 5.48  0.40
H19 -1.70 2.20 4.40  0.17
H20 1.34 2.51 4.05  0.43
H21 0.11 3.43 3.22  0.23
Cl1 3.38 0.70 -3.87  -0.21
C13 3.31 1.53 -2.29  0.06
C14 3.93 0.71 -1.21  -0.74
Cl2 2.74 -0.43 -0.50  -0.05
H22 2.26 1.75 -2.11  -0.20
H23 3.82 2.50 -2.37  0.38
H24 4.27 1.33 -0.39  0.28
H25 4.76 0.11 -1.56  0.44
Cl3 -4.69 -5.48 1.06  -0.21
C15 -3.11 -5.70 1.90  -0.51
C16 -2.44 -4.37 2.18  0.10
Cl4 -3.35 -3.34 3.30  -0.18
H26 -2.46 -6.23 1.21  0.32
H27 -3.36 -6.23 2.80  0.37
H28 -2.33 -3.82 1.25  -0.04
H29 -1.45 -4.59 2.59  0.15
Cl5 -6.97 1.80 -0.65  -0.19
C17 -6.17 2.62 0.70  -0.45
C18 -4.68 2.45 0.53  -0.16
Cl6 -3.80 3.17 1.93  -0.22
H30 -6.53 2.20 1.64  0.35
H31 -6.43 3.68 0.70  0.32
H32 -4.33 2.94 -0.37  0.19
H33 -4.40 1.40 0.51  0.18
Cl7 -1.35 0.85 -2.67  -0.16
C19 -1.16 0.25 -0.95  0.16
C20 -1.47 -1.21 -0.83  0.94
Cl8 -3.21 -1.55 -0.70  -0.23
H34 -1.84 0.85 -0.37  0.22
H35 -0.11 0.39 -0.75  -0.33
H36 -0.96 -1.58 0.07  -0.70
H37 -1.03 -1.82 -1.62  0.03
Cl9 1.17 -2.60 -3.64  -0.10
C21 0.06 -1.78 -4.78  -0.39
C22 -0.12 -2.64 -5.99  -0.49
Cl10 -1.03 -4.12 -5.67  -0.18
H38 0.46 -0.78 -4.97  0.29
H39 -0.91 -1.70 -4.30  0.20
H40 0.84 -2.91 -6.43  0.32
H41 -0.62 -2.11 -6.80  0.35
Cl11 -2.68 4.95 -5.77  -0.21
C23 -2.52 3.51 -4.71  -0.30
C24 -3.76 2.69 -4.75  -0.24
Cl12 -5.04 3.47 -3.79  -0.19
H42 -2.30 3.91 -3.73  0.20
H43 -1.64 2.95 -5.02  0.24
H44 -3.55 1.71 -4.33  0.10
H45 -4.12 2.59 -5.76  0.41
Cl13 3.48 -1.94 4.39  -0.20
C25 2.16 -1.40 3.31  0.32
C26 1.13 -2.47 3.19  0.35
Cl14 0.27 -2.82 4.71  -0.18
H46 2.56 -1.27 2.30  -0.08
H47 1.82 -0.46 3.69  -0.09
H48 1.62 -3.39 2.87  0.42
H49 0.41 -2.26 2.40  -0.57

Calculated values
**Spin multiplicity**: 1
**Gap between HOMO and LUMO**: 10.471 eV

---

Record 5
DFT (ωB97M-V/def2-TZVPD) results for a molecular structure, C3H11O4 in a non-equilibrium geometry.

Each line ends with the Mulliken charge.
CARTESIAN COORDINATES (ANGSTROEM)
C1 -0.13 0.32 -1.21  -0.12
C2 -1.63 0.10 -0.98  -0.46
O1 -1.92 0.35 0.31  -0.92
C3 0.82 -0.69 -0.87  -0.12
O2 2.43 0.77 -0.24  -0.99
H1 0.50 0.22 -0.08  0.06
H2 0.10 1.32 -1.55  0.33
H3 -2.27 0.65 -1.75  0.30
H4 -1.76 -0.99 -1.27  0.18
H5 -1.61 -0.76 1.43  0.48
H6 0.39 -1.65 -0.59  0.24
H7 1.85 -0.56 -1.17  0.18
H8 2.91 1.60 -0.23  0.12
H9 1.32 0.91 0.96  0.53
O3 0.64 0.62 1.68  -0.77
H10 -0.28 -1.16 2.27  0.35
H11 -0.17 0.34 1.24  0.36
O4 -1.19 -1.40 2.06  -0.76

Calculated values
**Net charge**: -1
**Spin multiplicity**: 1
**Gap between HOMO and LUMO**: 8.179 eV

---

Record 6
DFT (ωB97M-V/def2-TZVPD) results for a gas-phase ion, C3H4NO2 (charge -1).

Each line ends with the natural charge from an NBO analysis.
CARTESIAN COORDINATES (ANGSTROEM)
C1 1.82 0.13 0.05  0.06
C2 3.29 0.28 0.50  0.72
C3 -0.50 0.24 0.28  -0.42
N1 0.83 0.61 0.67  -0.46
O1 3.92 1.29 0.18  -0.75
O2 3.65 -0.75 1.10  -0.76
H1 1.68 -0.58 -0.79  0.11
H2 -1.01 -0.22 1.14  0.18
H3 -0.54 -0.47 -0.56  0.15
H4 -1.05 1.14 0.01  0.18

Calculated values
**Net charge**: -1
**Spin multiplicity**: 1
**Gap between HOMO and LUMO**: 8.078 eV

---

Listing relative energy (zero: lowest compared OMol25 entry of this formula, charge and spin) for the structures above in their given order: 0.00, 351.25, 50.16, 0.00, 512.77, 63.78 kJ/mol.